--- A ---
# C5H8OS

One molecule with the formula C5H8OS (ωB97M-V with the def2-TZVPD basis set, the Open Molecules 2025 dataset).

## Properties
* frontier orbital gap: 8.7 eV
* structure (SMILES): C=C=CCCSO
* multiplicity: 1

Each line ends with the Mulliken charge.
Geometry (Å):
C 1.10 2.04 -0.05  -0.648
C 1.19 0.82 -0.42  0.052
C 1.33 -0.42 -0.78  -0.304
C 0.55 -1.55 -0.17  -0.326
C -0.66 -0.99 0.60  -0.810
S -1.96 -0.18 -0.53  0.052
O -2.36 1.18 0.30  -0.460
H 1.71 2.16 0.85  0.218
H 0.43 2.84 -0.35  0.281
H 2.08 -0.64 -1.56  0.314
H 0.31 -2.20 -1.10  0.242
H 1.24 -2.34 0.35  0.300
H -1.24 -1.74 1.17  0.400
H -0.39 -0.30 1.42  0.358
H -3.32 1.33 0.28  0.331

***

--- B ---
# C5H8OS

C5H8OS as an isolated structure (ωB97M-V with the def2-TZVPD basis set, the Open Molecules 2025 dataset).

## Properties
* frontier orbital gap: 8.7 eV
* multiplicity: 1

Each line ends with the Mulliken charge.
Geometry (Å):
C 2.08 0.25 0.83  0.057
C 0.00 -0.39 -1.18  -0.938
C -1.01 -1.39 -0.76  -0.508
C 0.08 0.06 0.27  0.846
C -0.64 1.18 0.78  -1.469
O 3.00 0.03 0.13  -0.403
S -0.38 -1.58 0.89  -0.191
H 2.19 0.66 1.81  0.390
H 0.88 -0.69 -1.67  0.307
H -0.51 0.32 -1.87  0.237
H -1.92 -0.84 -0.62  0.228
H -1.13 -2.35 -1.34  0.376
H -1.47 1.35 0.16  0.406
H -0.17 2.15 0.71  0.376
H -1.01 1.23 1.87  0.287

***

--- C ---
# C5H8OS

One molecule with the formula C5H8OS (ωB97M-V with the def2-TZVPD basis set, the Open Molecules 2025 dataset).

## Properties
* frontier orbital gap: 9.7 eV
* structure (SMILES): CS[C@@H]1C=CCO1
* multiplicity: 1

Each line ends with the Mulliken charge.
Geometry (Å):
C 0.91 -0.21 1.94  -0.752
S 1.80 1.00 0.92  -0.103
C 0.76 0.83 -0.59  0.120
C -0.75 1.10 -0.40  -0.793
C -1.44 0.04 -0.80  -0.108
C -0.48 -1.06 -1.30  -0.352
O 0.81 -0.48 -1.14  -0.397
H -0.19 0.00 1.80  0.217
H 1.12 -0.09 3.02  0.354
H 1.12 -1.21 1.60  0.239
H 1.17 1.48 -1.35  0.290
H -1.15 1.97 0.14  0.384
H -2.51 -0.03 -0.85  0.405
H -0.65 -1.37 -2.36  0.276
H -0.51 -1.97 -0.64  0.222

***

Stability check: which of them is most stable? C.

***

--- A ---
# C5H8OS

A 2-piece molecular cluster, C5H8OS overall (ωB97M-V with the def2-TZVPD basis set, the Open Molecules 2025 dataset).

## Properties
* frontier orbital gap: 9.3 eV
* structure (SMILES): C=CC=O.C1CS1
* multiplicity: 1

Each line ends with the Mulliken charge.
Geometry (Å):
C -2.52 0.78 -0.85  -0.628
C -1.76 0.69 0.21  -0.076
C -1.57 -0.46 1.06  0.100
O -0.97 -1.45 0.72  -0.475
H -2.77 1.70 -1.34  0.295
H -2.99 -0.09 -1.35  0.229
H -1.28 1.65 0.66  0.241
H -2.02 -0.35 2.11  0.307
C 2.89 -0.72 0.11  -0.544
C 1.68 -0.11 -0.53  -0.295
S 2.30 0.88 0.83  -0.152
H 2.79 -1.66 0.80  0.271
H 3.74 -0.61 -0.56  0.259
H 1.80 0.30 -1.43  0.347
H 0.68 -0.55 -0.41  0.120

***

--- B ---
# C5H8OS

C5H8OS as an isolated structure (ωB97M-V with the def2-TZVPD basis set, the Open Molecules 2025 dataset).

## Properties
* frontier orbital gap: 9.4 eV
* multiplicity: 1

Each line ends with the Mulliken charge.
Geometry (Å):
C -1.83 0.99 0.48  -0.652
C -0.30 -0.90 -0.81  -0.050
C 1.47 0.61 -0.41  -0.526
C 1.51 -0.44 0.66  -0.274
C 0.54 -1.26 0.39  -0.422
H -2.00 1.01 1.90  0.251
H -2.80 1.68 -0.09  0.266
H -0.79 1.16 -0.23  0.169
H -0.24 -1.73 -1.55  0.304
H 2.29 0.63 -1.00  0.396
H 1.17 1.57 0.12  0.272
H 2.28 -0.73 1.43  0.328
H 0.27 -2.16 0.82  0.504
O 0.44 0.26 -1.35  -0.464
S -2.02 -0.67 -0.34  -0.100

***

--- C ---
# C5H8OS

C5H8OS as an isolated structure (ωB97M-V with the def2-TZVPD basis set, the Open Molecules 2025 dataset).

## Properties
* frontier orbital gap: 10.0 eV
* multiplicity: 1

Each line ends with the Mulliken charge.
Geometry (Å):
C -0.97 0.09 -0.35  -0.043
C -0.01 0.92 0.53  -0.141
C 1.32 0.60 -0.16  -0.599
C 1.18 -0.90 -0.20  -0.536
C -0.15 -1.01 0.35  -0.335
H -3.41 0.89 -0.42  0.134
H -0.82 0.12 -1.46  0.266
H -0.21 1.99 0.86  0.428
H 1.42 1.17 -1.20  0.229
H 2.16 1.04 0.46  0.304
H 1.85 -1.34 0.57  0.267
H 1.23 -1.33 -1.22  0.306
H -0.83 -1.97 0.54  0.410
O -0.03 -0.15 1.53  -0.425
S -2.73 -0.13 0.17  -0.265

***

--- D ---
# C5H8OS

A 2-piece molecular cluster, C5H8OS overall (ωB97M-V with the def2-TZVPD basis set, the Open Molecules 2025 dataset).

## Properties
* frontier orbital gap (spin up / spin down): 7.1 / 6.8 eV
* multiplicity: 1

Each line ends with the Mulliken charge.
Geometry (Å):
C 3.02 0.14 0.38  -0.824
C 1.77 -0.36 0.72  0.045
C -1.91 1.70 -0.07  -0.560
C -2.65 -0.49 -0.32  -0.644
C 1.04 -1.13 -0.24  -0.321
O -2.15 0.49 0.37  -0.146
S -0.40 -1.85 0.13  -0.187
H 3.65 0.69 1.03  0.287
H 3.50 -0.05 -0.59  0.208
H 1.39 -0.12 1.59  0.500
H -1.29 2.23 0.62  0.266
H -1.66 1.87 -1.05  0.314
H -2.85 -1.41 0.17  0.500
H -2.87 -0.48 -1.41  0.291
H 1.40 -1.23 -1.32  0.270

***

Stability check: which of them is most stable? C.

***

--- A ---
# C5H8OS

One molecule with the formula C5H8OS (ωB97M-V with the def2-TZVPD basis set, the Open Molecules 2025 dataset).

## Properties
* frontier orbital gap: 10.1 eV
* structure (SMILES): SC/C=C/[C@H]1CO1
* multiplicity: 1

Each line ends with the Mulliken charge.
Geometry (Å):
S -0.11 -1.08 3.23  -0.205
C -0.94 0.06 2.00  -0.822
C -0.62 -0.18 0.52  -0.216
C 0.24 0.66 -0.07  -0.398
C 0.62 0.64 -1.52  -0.010
C 0.59 -0.56 -2.38  -0.371
O -0.51 0.32 -2.43  -0.408
H 1.09 -0.73 2.76  0.128
H -0.62 1.08 2.22  0.317
H -2.01 -0.03 2.15  0.392
H -1.01 -0.99 0.05  0.412
H 0.55 1.50 0.44  0.348
H 1.19 1.48 -1.87  0.376
H 1.19 -0.67 -3.26  0.282
H 0.36 -1.50 -1.85  0.175

***

--- B ---
# C5H8OS

One molecule with the formula C5H8OS (ωB97M-V with the def2-TZVPD basis set, the Open Molecules 2025 dataset).

## Properties
* frontier orbital gap: 9.1 eV
* structure (SMILES): O[C@H]1[C@H]2CSC[C@@H]12
* multiplicity: 1

Each line ends with the Mulliken charge.
Geometry (Å):
O -1.59 0.09 1.25  -0.517
C -1.66 0.03 -0.12  -0.391
C -0.60 0.77 -0.87  -0.217
C 0.54 1.32 -0.10  -0.777
S 1.71 -0.01 0.31  -0.209
C 0.54 -1.33 -0.13  -0.652
C -0.64 -0.75 -0.89  -0.122
H -1.80 -0.76 1.67  0.330
H -2.67 -0.03 -0.51  0.383
H -0.93 1.32 -1.74  0.382
H 1.05 2.05 -0.70  0.420
H 0.28 1.86 0.79  0.339
H 1.06 -2.00 -0.84  0.378
H 0.19 -1.86 0.78  0.287
H -0.92 -1.32 -1.78  0.366

***

Stability check: which of them is most stable? B.

***

--- A ---
# C5H8OS

One molecule with the formula C5H8OS (ωB97M-V with the def2-TZVPD basis set, the Open Molecules 2025 dataset).

## Properties
* frontier orbital gap: 9.7 eV
* structure (SMILES): C1OC[C@@H]2C[C@H]2S1
* multiplicity: 1

Each line ends with the Mulliken charge.
Geometry (Å):
C 1.17 0.99 -0.06  -0.439
O 1.65 -0.12 0.69  -0.384
C 0.58 -0.81 1.62  -0.483
C -0.74 -0.27 1.03  -0.327
C -2.07 -0.84 0.21  -0.518
C -0.79 -0.45 -0.45  0.089
S -0.01 0.70 -1.57  -0.137
H 2.07 1.35 -0.69  0.298
H 0.85 1.66 0.67  0.387
H 0.98 -1.88 1.64  0.237
H 0.62 -0.46 2.55  0.342
H -0.78 0.81 1.31  0.257
H -2.44 -1.83 0.16  0.304
H -2.98 -0.15 0.46  0.213
H -0.23 -1.46 -0.55  0.161

***

--- B ---
# C5H8OS

One molecule with the formula C5H8OS (ωB97M-V with the def2-TZVPD basis set, the Open Molecules 2025 dataset).

## Properties
* frontier orbital gap: 10.1 eV
* multiplicity: 1

Each line ends with the Mulliken charge.
Geometry (Å):
O -1.52 2.89 1.89  -0.573
C 1.90 1.46 1.76  0.423
C 0.70 1.43 1.82  -0.806
S -1.11 1.45 1.95  0.369
C -1.73 -1.15 -1.41  -1.241
C -1.69 0.84 0.29  -0.543
C -1.03 -0.43 -0.21  -0.427
H 2.92 1.60 1.73  0.429
H -1.73 -0.48 -2.32  0.295
H -2.71 -1.41 -1.07  0.338
H -1.33 -2.13 -1.86  0.321
H -1.42 1.66 -0.44  0.316
H -2.73 0.67 0.41  0.408
H -1.03 -1.15 0.60  0.327
H -0.02 -0.22 -0.52  0.365

***

Stability check: which of them is most stable? B.

***

--- A ---
# C6H11O2

An isolated ion of composition C6H11O2 and charge -1 (ωB97M-V with the def2-TZVPD basis set, the Open Molecules 2025 dataset).

## Properties
* frontier orbital gap: 7.4 eV
* structure (SMILES): CC[C@H](C)CC(=O)[O-]
* multiplicity: 1
* net charge: -1

Each line ends with the Mulliken charge.
Geometry (Å):
C 1.84 1.01 1.40  -1.017
C 0.38 0.38 1.17  -0.625
C 0.09 -0.21 -0.19  0.590
C 0.20 0.82 -1.30  -1.561
C -1.35 -0.79 -0.04  -0.726
C -1.73 -1.82 -1.13  0.299
O -2.05 -1.39 -2.25  -0.723
O -1.71 -3.05 -0.81  -0.762
H 2.04 1.42 0.37  0.225
H 2.53 0.30 1.84  0.270
H 1.86 1.90 2.01  0.305
H 0.43 -0.50 1.82  0.293
H -0.35 1.09 1.60  0.358
H 0.69 -1.09 -0.53  0.185
H -0.43 1.68 -1.02  0.271
H 1.20 1.13 -1.50  0.431
H -0.21 0.40 -2.23  0.412
H -1.37 -1.32 0.90  0.445
H -2.05 0.05 -0.11  0.329

***

--- B ---
# C6H11O2

An isolated ion of composition C6H11O2 and charge -1 (ωB97M-V with the def2-TZVPD basis set, the Open Molecules 2025 dataset).

## Properties
* frontier orbital gap: 7.5 eV
* structure (SMILES): CCCCCC(=O)[O-]
* multiplicity: 1
* net charge: -1

Each line ends with the Mulliken charge.
Geometry (Å):
C 2.92 0.61 -0.48  -1.197
C 1.81 -0.38 -0.98  -0.485
C 1.10 -1.06 0.17  -0.613
C 0.35 -0.17 1.19  -0.689
C -0.60 0.84 0.56  -0.511
C -1.89 0.18 -0.02  0.435
O -1.85 -0.96 -0.49  -0.675
O -2.88 0.98 -0.01  -0.767
H 3.37 1.18 -1.29  0.353
H 2.50 1.30 0.25  0.298
H 3.74 0.04 -0.04  0.311
H 2.35 -1.09 -1.62  0.343
H 1.19 0.20 -1.66  0.352
H 1.82 -1.68 0.73  0.376
H 0.41 -1.81 -0.24  0.302
H 1.09 0.29 1.86  0.413
H -0.21 -0.87 1.81  0.310
H -0.09 1.44 -0.22  0.153
H -0.88 1.64 1.26  0.291

***

Stability check: which of them is most stable? B.

***

--- A ---
# C5H11O

A 2-piece molecular cluster, C5H11O overall (ωB97M-V with the def2-TZVPD basis set, the Open Molecules 2025 dataset).

## Properties
* frontier orbital gap: 6.8 eV
* multiplicity: 1
* net charge: -1

Each line ends with the Mulliken charge.
Geometry (Å):
C -1.04 2.32 0.07  -0.497
C -2.18 2.36 0.78  -0.542
H -0.86 1.43 -0.51  0.242
H -0.36 3.09 0.00  0.321
H -2.78 1.41 0.79  0.245
H -2.66 3.26 1.24  0.240
C 0.10 -1.50 -1.20  -0.593
O -0.49 -0.28 -1.13  -0.833
C 0.80 -1.83 0.17  -0.456
C 1.82 -0.67 0.49  -0.866
H 0.89 -1.56 -2.00  0.254
H -0.62 -2.33 -1.46  0.233
H 1.27 -2.84 0.20  0.341
H -0.01 -1.80 0.93  0.232
H 2.34 -0.70 1.46  0.311
H 1.20 0.23 0.45  0.092
H 2.58 -0.59 -0.30  0.276

***

--- B ---
# C5H11O

A 2-piece molecular cluster, C5H11O overall (ωB97M-V with the def2-TZVPD basis set, the Open Molecules 2025 dataset).

## Properties
* frontier orbital gap: 6.4 eV
* multiplicity: 1
* net charge: -1

Each line ends with the Mulliken charge.
Geometry (Å):
C 0.09 -2.33 -2.25  -0.773
O 0.09 -1.19 -1.43  -0.739
H -0.64 -2.28 -3.07  0.164
H 1.10 -2.52 -2.68  0.188
H -0.18 -3.23 -1.66  0.180
C 0.82 1.51 -0.66  -1.012
C 0.13 0.77 0.43  -0.060
C -0.36 1.32 1.61  -0.057
C -0.83 0.41 2.69  -0.966
H 0.78 2.60 -0.64  0.342
H 1.88 1.13 -0.73  0.202
H 0.25 1.17 -1.56  0.247
H 0.11 -0.33 0.24  0.194
H -0.28 2.41 1.71  0.293
H -0.62 -0.65 2.40  0.273
H -0.44 0.61 3.69  0.292
H -1.91 0.53 2.79  0.232

***

Stability check: which of them is most stable? A.

***

--- A ---
# C3HF3

One molecule with the formula C3HF3 (ωB97M-V with the def2-TZVPD basis set, the Open Molecules 2025 dataset).

## Properties
* frontier orbital gap: 11.8 eV
* structure (SMILES): FC#CC(F)F
* multiplicity: 1

Each line ends with the Mulliken charge.
Geometry (Å):
F -2.89 -0.45 -0.02  -0.235
C -1.60 -0.36 0.00  0.441
C -0.42 -0.41 0.07  -0.224
C 0.97 0.12 0.05  0.241
F 1.17 0.89 1.11  -0.209
F 1.13 0.81 -1.10  -0.243
H 1.64 -0.60 -0.10  0.229

***

--- B ---
# C3HF3

A 2-piece molecular cluster, C3HF3 overall (ωB97M-V with the def2-TZVPD basis set, the Open Molecules 2025 dataset).

## Properties
* frontier orbital gap (spin up / spin down): 9.3 / 7.9 eV
* multiplicity: 1

Each line ends with the Mulliken charge.
Geometry (Å):
C -2.41 -0.18 0.13  -0.255
C -1.29 0.09 -0.25  -0.183
C 1.48 0.07 -0.09  0.575
F 2.06 0.87 -1.04  -0.154
F 1.91 0.54 1.09  -0.158
F 1.76 -1.22 -0.08  -0.130
H -3.52 -0.17 0.24  0.305

***

Stability check: which of them is most stable? A.